Entry 1:
DFT (ωB97M-V/def2-TZVPD) results for one molecule with the formula CH3Br2ClOSi at a distorted geometry.

Each atom is followed by the atoms it is bonded to, with distances in Å.
Cartesian coordinates (Å):
1 H -0.653 -2.291 -1.101  C2 1.197
2 C -0.227 -1.420 -0.401  H1 1.197, H3 1.171, H7 1.021, O8 1.385
3 H 0.943 -1.361 -0.422  C2 1.171
4 Br 0.473 2.953 -1.068  Si6 2.194
5 Br 1.902 0.557 1.098  Si6 2.174
6 Si 0.020 1.414 0.429  Br4 2.194, Br5 2.174, O8 2.212, Cl9 1.949
7 H -0.569 -1.675 0.527  C2 1.021
8 O -0.700 -0.212 -0.887  C2 1.385, Si6 2.212
9 Cl -1.189 2.036 1.825  Si6 1.949

## Properties
Strongest force on any atom in eV/Å: 5.4
LUMO energy in Eh: -0.009
Orbital gap in eV: 9.44
Structure (SMILES): CO[Si](Cl)(Br)Br
Relative energy (zero: lowest compared OMol25 entry of this formula, charge and spin) in eV: 2.873

Entry 2:
DFT (ωB97M-V/def2-TZVPD) results for a 2-piece molecular cluster, C3H4ClN overall at a distorted geometry.

Each atom is followed by the atoms it is bonded to, with distances in Å.
Cartesian coordinates (Å):
1 H 3.627 -0.492 -1.025  N7 0.973
2 H -2.392 1.578 0.206  C5 1.050
3 C -1.117 0.032 0.132  C5 1.356, Cl6 1.741, H9 1.100
4 C 2.909 -0.275 0.971  N7 1.166
5 C -2.373 0.539 0.058  H2 1.050, C3 1.356, H8 1.034
6 Cl -0.672 -1.628 -0.141  C3 1.741
7 N 3.306 -0.308 -0.125  H1 0.973, C4 1.166
8 H -3.143 0.064 -0.442  C5 1.034
9 H -0.145 0.490 0.368  C3 1.100

## Properties
Strongest force on any atom in eV/Å: 4.3
LUMO energy in Eh: 0.037
Orbital gap in eV: 10.67
Relative energy (zero: lowest compared OMol25 entry of this formula, charge and spin) in eV: 1.860

Entry 3:
DFT (ωB97M-V/def2-TZVPD) results for a 2-piece molecular cluster, C4H10NO3 overall at a distorted geometry.

Each atom is followed by the atoms it is bonded to, with distances in Å.
Cartesian coordinates (Å):
1 O -0.487 2.896 -1.435  H10 0.964, H18 0.968
2 H -0.914 -0.124 1.870  C9 1.111
3 O -0.515 0.311 -1.867  C16 1.340
4 H 0.468 1.405 0.390  C15 1.093
5 H 1.739 0.794 -0.703  C15 1.094
6 H -1.750 -0.258 -0.340  C16 1.093
7 H 2.043 0.972 0.986  C15 1.098
8 O 0.387 -1.326 2.835  C9 1.199
9 C -0.009 -0.768 1.851  H2 1.111, O8 1.199, C11 1.522
10 H -0.342 1.945 -1.365  O1 0.964
11 C 0.825 -0.747 0.578  C9 1.522, N12 1.496, H14 1.078, C15 1.511
12 N -0.069 -1.439 -0.402  C11 1.496, C16 1.516, H17 1.023
13 H -1.588 -1.432 -1.751  C16 1.097
14 H 1.684 -1.384 0.716  C11 1.078
15 C 1.265 0.667 0.275  H4 1.093, H5 1.094, H7 1.098, C11 1.511
16 C -1.121 -0.643 -1.148  O3 1.340, H6 1.093, N12 1.516, H13 1.097
17 H 0.515 -1.886 -1.113  N12 1.023
18 H -1.439 2.982 -1.591  O1 0.968

## Properties
Strongest force on any atom in eV/Å: 1.7
LUMO energy (spin up / spin down) in Eh: 0.027 / -0.098
Orbital gap (spin up / spin down) in eV: 10.71 / 7.26
Multiplicity: 2
Relative energy (zero: lowest compared OMol25 entry of this formula, charge and spin) in eV: 2.102

no.,DFT total energy (Ha)
1,-6012.938907
2,-631.569252
3,-438.770301